No. 1
Here is an isolated molecule of C2H2OS3 from the Open Molecules 2025 dataset. Energies are from the ωB97M-V functional and the def2-TZVPD basis.

## Properties
energy above the lowest of the compared OMol25 structures with the same formula, charge and spin: 27.3 kcal/mol
lowest unoccupied orbital energy: -0.0643 Ha
HOMO energy: -8.9 eV
E: -1347.14799 Ha

Geometry as XYZ:
```
8
Properties=species:S:1:pos:R:3:forces:R:3
C -0.257667 0.020332 -0.525821 -0.155 3.413 -0.075
C 0.309013 0.489046 0.868989 0.440 -0.729 -2.518
H -1.484771 -1.667504 -1.844962 2.512 0.404 2.098
H 0.397315 2.200534 0.098912 -1.165 1.227 -3.180
O 0.618669 1.777709 0.882761 1.037 -2.611 4.774
S -0.399242 -1.639102 -0.719922 -2.631 -1.268 -2.192
S -0.536008 1.283738 -1.585363 -0.227 -1.488 0.161
S 0.674627 -0.757822 1.844345 0.190 1.051 0.932
```
Positions in Å, forces in eV/Å.

These are the natural (NBO) partial charges, in e, on atoms 1 to 2: -0.42 0.16

=====

No. 2
Here is a cluster of 2 separate species, C2H3IN2 in total from the Open Molecules 2025 dataset. Energies are from the ωB97M-V functional and the def2-TZVPD basis.

## Properties
energy above the lowest of the compared OMol25 structures with the same formula, charge and spin: 54.5 kcal/mol
lowest unoccupied orbital energy (alpha / beta): -0.0557 / -0.0557 Ha
HOMO energy (alpha / beta): -9.2 / -9.1 eV
E: -485.07097 Ha

Geometry as XYZ:
```
8
Properties=species:S:1:pos:R:3:forces:R:3
C 0.788282 -0.549533 1.395457 -0.582 1.850 0.067
C -0.610794 -0.156501 -1.103545 -0.104 4.213 2.904
N 1.385013 -1.412769 1.845214 1.598 -2.014 0.625
N -0.050398 0.355252 1.022433 -2.666 1.439 -3.616
I -0.009037 1.500748 -2.188462 -0.468 -0.255 0.078
H 0.117986 -0.838547 -1.136181 2.122 -3.034 -0.144
H -1.615581 -0.303068 -0.810671 -0.781 -0.276 -0.199
H -0.005471 1.404417 0.975753 0.881 -1.923 0.286
```
Positions in Å, forces in eV/Å.

These are the natural (NBO) partial charges, in e, on atoms 1 to 2: 0.37 -0.29